[1]
80
Properties=species:S:1:pos:R:3:forces:R:3:lowdin_charge:R:1 method="wB97M-V/def2-TZVPD" max_force_ev_per_a=1.07 relative_energy_kcal_mol=0.0 energy_ha=-2785.130258 homo_lumo_gap_ev=6.573 charge=0
Pt -0.2282 -0.0319 0.1651 -0.3 -0.4 -0.5 1.050
C 0.6255 -0.9000 -2.9025 -0.2 -0.2 -0.1 -0.176
Si -0.0059 -2.2741 -1.7598 -0.4 0.0 0.0 0.399
C -0.8089 -3.6027 -2.8565 0.3 0.1 0.0 -0.176
C 1.5571 -3.0829 -1.0358 -0.2 0.1 0.1 -0.175
C -1.3029 -1.7179 -0.4697 0.4 0.2 -0.4 -0.574
Si -3.0229 -1.3102 -1.1850 0.2 -0.5 0.3 0.445
C -3.0851 -0.7963 -3.0036 0.0 0.0 0.2 -0.158
C -3.9927 -2.9417 -1.0925 0.0 0.2 -0.1 -0.175
C -3.9890 -0.0552 -0.1421 0.0 -0.1 -0.3 -0.168
Si -1.3441 -2.8490 1.0229 -0.3 0.1 -0.4 0.487
C -1.3168 -4.6946 0.6202 0.2 0.2 0.1 -0.165
C -2.7303 -2.6584 2.3150 0.1 0.1 -0.2 -0.164
C 0.2645 -2.3311 1.8931 -0.1 -0.1 -0.2 -0.282
C 0.9090 -3.0286 2.9054 0.1 -0.1 0.1 -0.052
C 2.1199 -2.5869 3.4090 0.0 0.2 -0.2 -0.047
C 2.6818 -1.4446 2.8516 0.0 -0.2 0.1 -0.040
C 2.0023 -0.7816 1.8538 0.1 0.1 -0.1 -0.104
N 0.8100 -1.1969 1.4001 0.1 -0.1 0.5 -0.131
H 1.3732 -1.3019 -3.5944 -0.1 -0.1 0.0 0.036
H 1.0979 -0.0910 -2.3458 0.0 0.0 0.0 0.011
H -0.1790 -0.4709 -3.5062 0.0 0.0 0.0 0.021
H -0.1021 -3.9530 -3.6148 0.0 0.0 0.0 0.032
H -1.6837 -3.2132 -3.3786 0.1 -0.1 0.0 0.003
H -1.1290 -4.4697 -2.2749 0.0 0.0 0.0 0.017
H 2.0207 -3.7030 -1.8074 0.0 0.0 0.0 0.035
H 1.3605 -3.7267 -0.1756 0.0 0.0 0.0 0.011
H 2.2950 -2.3378 -0.7307 0.0 0.0 0.0 0.026
H -2.8847 -1.6329 -3.6739 0.0 0.0 0.0 0.021
H -2.3802 -0.0005 -3.2347 0.0 0.0 0.0 0.005
H -4.0912 -0.4311 -3.2327 0.0 0.0 0.0 0.037
H -3.5108 -3.7181 -1.6918 0.0 0.0 0.0 0.024
H -5.0041 -2.8028 -1.4853 0.0 0.0 0.0 0.037
H -4.0861 -3.3134 -0.0697 0.0 0.0 0.0 0.011
H -3.3624 0.7788 0.1652 0.1 0.1 0.1 0.002
H -4.4314 -0.5071 0.7482 0.0 0.0 0.0 0.020
H -4.8116 0.3498 -0.7407 0.0 0.0 0.0 0.025
H -2.2961 -4.9926 0.2390 0.0 0.0 0.0 0.032
H -1.1183 -5.2876 1.5178 0.0 0.0 0.0 0.032
H -0.5706 -4.9566 -0.1299 0.0 0.0 0.0 0.015
H -3.5917 -2.1153 1.9243 0.0 0.0 0.0 0.005
H -2.3823 -2.1502 3.2163 0.0 0.0 0.0 0.023
H -3.0788 -3.6488 2.6164 0.0 0.0 0.0 0.035
H 0.4565 -3.9338 3.2917 0.0 0.0 0.0 0.111
H 2.6286 -3.1185 4.2021 0.0 0.0 0.0 0.111
H 3.6408 -1.0718 3.1824 0.0 0.0 0.0 0.110
H 2.4053 0.1076 1.3907 -0.1 0.1 0.0 0.107
O 1.3567 1.8455 0.4784 -0.3 0.1 -0.1 -0.168
C 0.9616 2.8671 1.3703 0.1 0.1 0.1 -0.177
C -0.3538 2.6102 2.0778 -0.1 -0.2 0.0 -0.248
C -0.9609 3.6054 2.8348 0.0 0.1 0.0 -0.017
C -2.1211 3.3096 3.5270 0.1 -0.1 -0.1 -0.053
C -2.6366 2.0223 3.4440 -0.2 0.0 0.1 -0.048
C -1.9765 1.0959 2.6626 0.1 0.2 -0.1 -0.118
N -0.8620 1.3876 1.9896 0.1 0.7 0.6 0.038
H 1.0706 2.1288 -0.4415 0.1 0.0 0.1 0.036
H 0.9078 3.8288 0.8521 0.0 0.0 0.0 0.133
H 1.7324 2.9520 2.1439 0.0 0.0 -0.1 0.132
H -0.5200 4.5946 2.8712 0.0 0.0 0.0 0.119
H -2.6120 4.0675 4.1226 0.0 0.0 0.0 0.110
H -3.5425 1.7495 3.9684 0.0 0.0 0.0 0.108
H -2.3394 0.0833 2.5491 -0.1 -0.1 0.0 0.088
O 0.2797 2.6373 -1.7386 -0.1 -0.2 -0.1 0.035
C -0.8485 2.1271 -1.8361 0.4 0.1 0.4 -0.552
O -1.3119 1.1528 -1.1617 0.0 -0.1 0.1 -0.179
C -1.8056 2.6936 -2.8409 0.0 0.0 -0.1 -0.090
C -1.3056 3.2481 -4.0087 0.0 0.2 -0.3 0.098
C -2.1973 3.6939 -4.9754 -0.2 -0.4 0.8 -0.108
C -3.5653 3.6204 -4.7856 -0.2 0.1 -0.3 0.096
C -4.0389 3.0877 -3.6014 1.1 0.0 0.0 -0.108
C -3.1710 2.6156 -2.6250 -0.4 0.0 -0.1 0.080
N -5.4726 2.9795 -3.3895 -0.7 -0.1 0.2 -0.349
O -6.2104 3.4578 -4.2238 0.1 0.1 -0.2 0.096
O -5.8526 2.4091 -2.3857 0.1 0.0 0.1 0.082
N -1.6888 4.2293 -6.2313 0.2 0.3 -0.5 -0.353
O -0.4859 4.2463 -6.3895 0.1 -0.1 0.1 0.093
O -2.4946 4.6367 -7.0433 -0.1 -0.1 0.1 0.090
H -0.2399 3.3283 -4.1669 0.0 0.0 0.0 0.138
H -4.2445 3.9587 -5.5530 0.0 0.0 0.0 0.134
H -3.5716 2.1884 -1.7173 0.1 -0.1 0.0 0.117

[2]
74
Properties=species:S:1:pos:R:3:forces:R:3:lowdin_charge:R:1 method="wB97M-V/def2-TZVPD" max_force_ev_per_a=0.71 relative_energy_kcal_mol=29.5 energy_ha=-5770.129627 homo_lumo_gap_ev="3.436 / 3.425" charge=-1
Ni -0.0199 1.2049 0.4265 -0.3 0.3 -0.2 0.172
C -2.1532 -1.2177 2.6172 0.0 0.0 0.0 -0.053
C -0.8433 -0.6609 3.1023 -0.1 0.0 0.0 -0.280
C 0.2577 -1.4831 3.3143 0.0 0.0 0.0 -0.038
C 1.4784 -0.9620 3.7243 0.0 0.0 0.0 -0.294
C 2.6707 -1.8612 3.9167 0.0 0.0 0.0 -0.064
C 1.5861 0.4093 3.9290 0.0 0.0 0.0 -0.030
C 0.5019 1.2531 3.7310 0.0 0.0 0.0 -0.279
C 0.6215 2.7433 3.8879 0.0 0.0 0.0 -0.061
C -0.7079 0.7037 3.3175 0.0 0.0 0.0 -0.040
H -2.8617 -1.3254 3.4424 0.0 0.0 0.0 0.077
H -2.0129 -2.1931 2.1503 0.0 0.0 0.0 0.052
H -2.5889 -0.5485 1.8736 0.0 0.0 0.0 0.073
H 0.1699 -2.5480 3.1166 0.0 0.0 0.0 0.108
H 2.7108 -2.2495 4.9378 0.0 0.0 0.0 0.073
H 3.5993 -1.3234 3.7237 0.0 0.0 0.0 0.070
H 2.6301 -2.7149 3.2377 0.0 0.0 0.0 0.066
H 2.5452 0.8318 4.2114 0.0 0.0 0.0 0.113
H 0.0480 3.0979 4.7480 0.0 0.0 0.0 0.075
H 0.2310 3.2338 2.9941 0.0 0.0 0.0 0.056
H 1.6604 3.0454 4.0188 0.0 0.0 0.0 0.067
H -1.5407 1.3660 3.1103 0.0 0.0 0.0 0.114
C -1.1587 2.4441 0.0474 0.4 -0.3 0.0 -0.074
C -1.8423 3.3457 -0.7501 0.2 -0.4 0.4 -0.399
C -3.2160 3.1494 -1.1245 -0.1 0.0 -0.1 -0.125
C -3.8714 4.0358 -1.9498 0.1 0.0 0.0 -0.165
C -3.2421 5.1828 -2.4399 -0.2 0.2 -0.2 -0.186
C -1.9157 5.4185 -2.0593 0.1 -0.1 0.1 -0.162
C -1.2300 4.5455 -1.2476 0.0 0.2 -0.1 -0.111
H -3.7419 2.2856 -0.7333 0.0 0.0 0.0 0.080
H -4.9074 3.8407 -2.2134 0.0 0.0 0.0 0.080
H -3.7686 5.8766 -3.0830 0.0 0.0 0.0 0.058
H -1.4079 6.3094 -2.4173 0.0 0.0 0.0 0.081
H -0.1975 4.7399 -0.9847 0.0 0.0 0.0 0.053
C -2.7082 -0.1802 -1.7101 -0.1 0.0 0.0 -0.104
N -1.9306 -1.3631 -2.0757 0.1 0.0 0.0 -0.300
C -2.1080 -1.8021 -3.4446 0.0 0.0 0.0 -0.121
P -0.4905 -1.6545 -1.3179 -0.1 0.0 0.0 0.547
O -0.4359 -0.9665 -0.0071 0.1 0.0 0.0 -0.287
N -0.4061 -3.3267 -1.1992 0.0 0.0 -0.1 -0.302
C -1.5969 -4.0026 -0.7051 -0.1 0.0 0.0 -0.111
C 0.7920 -3.8031 -0.5138 0.0 0.0 0.0 -0.120
N 0.8047 -1.3232 -2.3044 0.0 0.0 0.0 -0.290
C 1.0978 0.0836 -2.5637 0.0 0.1 0.0 -0.100
C 1.2855 -2.1965 -3.3560 0.0 0.0 0.0 -0.132
H -3.7719 -0.4353 -1.6715 0.0 0.0 0.0 0.083
H -2.5700 0.6275 -2.4355 0.0 0.0 0.0 0.087
H -2.3812 0.1986 -0.7428 0.0 0.0 0.0 0.036
H -3.1609 -2.0414 -3.6199 0.0 0.0 0.0 0.082
H -1.5188 -2.6991 -3.6373 0.0 0.0 0.0 0.068
H -1.8165 -1.0267 -4.1646 0.0 0.0 0.0 0.085
H -2.4749 -3.6621 -1.2486 0.0 0.0 0.0 0.072
H -1.7592 -3.8215 0.3648 0.0 0.0 0.0 0.075
H -1.4803 -5.0785 -0.8564 0.0 0.0 0.0 0.080
H 1.6661 -3.2433 -0.8400 0.0 0.0 0.0 0.066
H 0.9415 -4.8622 -0.7392 0.0 0.0 0.0 0.083
H 0.7036 -3.6864 0.5737 0.0 0.0 0.0 0.080
H 0.6586 0.7214 -1.7889 0.0 0.0 0.0 0.041
H 0.6953 0.3921 -3.5363 0.0 0.0 0.0 0.086
H 2.1808 0.2376 -2.5607 0.0 0.0 0.0 0.084
H 1.0022 -3.2275 -3.1631 0.0 0.0 0.0 0.064
H 2.3774 -2.1321 -3.4050 0.0 0.0 0.0 0.083
H 0.8899 -1.9028 -4.3368 0.0 0.0 0.0 0.077
Br 2.3036 3.6082 0.4161 0.1 -0.2 0.0 0.761
C 2.8442 1.7911 0.2923 -0.7 0.0 0.2 -0.713
C 4.1685 1.5472 0.0031 0.5 -0.4 -0.1 -0.153
C 4.6253 0.2302 -0.0649 -0.6 0.2 0.2 -0.093
C 3.6898 -0.7699 0.2354 0.5 0.1 -0.1 -0.090
C 2.3905 -0.4338 0.5132 -0.5 0.3 0.1 -0.147
N 1.8946 0.8420 0.4945 0.5 0.3 -0.1 -0.035
H 4.8307 2.3848 -0.1651 0.0 0.0 0.0 0.085
H 5.6538 0.0039 -0.3100 0.0 0.0 0.0 0.089
H 3.9752 -1.8153 0.2633 0.0 0.0 0.0 0.096
H 1.6552 -1.1874 0.7522 0.0 0.0 0.0 0.080